ORCA calculation (wB97M-V/def2-TZVPD) on C50H53EuN6O7PS as an isolated structure.

Values from the calculation:
spin multiplicity = 8
<S²> = 15.760
largest force on an atom = 0.059 hartree/bohr
frontier orbital gap (spin up / spin down) = 5.6 / 6.4 eV
net charge = 0
calculated total energy = -4242.12081 a.u.

Each line ends with the Löwdin charge.
Positions of all 119 atoms, in Å:
Eu (-1.68, -0.45, 0.28)  1.517
O (0.04, -0.01, 4.56)  -0.483
S (0.66, 0.02, 3.23)  0.660
O (1.08, 3.11, 1.26)  0.031
O (-0.11, -0.74, 2.22)  -0.650
C (2.24, -0.82, 3.45)  -0.322
C (2.68, -1.01, 4.75)  -0.083
C (3.87, -1.66, 5.01)  -0.098
C (4.65, -2.06, 3.99)  -0.111
C (4.28, -1.83, 2.69)  -0.112
C (3.08, -1.22, 2.36)  -0.371
P (2.74, -1.05, 0.61)  1.087
C (3.82, 0.28, 0.07)  -0.379
C (4.26, 1.17, 1.03)  -0.116
C (4.90, 2.36, 0.70)  -0.098
C (5.15, 2.68, -0.62)  -0.121
C (4.76, 1.76, -1.58)  -0.110
C (4.14, 0.55, -1.31)  -0.072
C (3.45, -2.58, -0.11)  -0.343
C (4.77, -2.55, -0.64)  -0.125
C (5.36, -3.71, -1.06)  -0.090
C (4.63, -4.92, -0.98)  -0.099
C (3.34, -4.99, -0.48)  -0.106
C (2.75, -3.83, -0.01)  -0.074
H (1.97, -0.59, 5.48)  0.102
H (4.20, -1.74, 6.05)  0.109
H (5.66, -2.52, 4.20)  0.125
H (4.95, -2.20, 1.91)  0.101
H (4.15, 1.02, 2.12)  0.117
H (5.13, 3.08, 1.52)  0.114
H (5.63, 3.63, -0.87)  0.101
H (5.00, 1.99, -2.63)  0.106
H (4.04, -0.17, -2.10)  0.096
H (5.36, -1.60, -0.66)  0.113
H (6.39, -3.72, -1.48)  0.111
H (4.93, -5.89, -1.42)  0.104
H (2.80, -5.92, -0.41)  0.092
H (1.72, -3.80, 0.29)  0.077
C (2.93, 5.54, -2.05)  -0.034
O (1.68, 5.48, -1.32)  -0.080
C (0.58, 5.72, -2.07)  -0.224
C (0.50, 6.80, -3.00)  -0.008
C (-0.55, 6.88, -3.91)  -0.095
C (-1.66, 6.15, -3.62)  -0.115
C (-1.77, 5.23, -2.58)  -0.030
C (-0.62, 5.00, -1.80)  -0.148
N (-0.60, 4.03, -0.77)  0.152
C (-1.11, 2.75, -0.89)  -0.278
N (-1.47, 2.25, -2.15)  0.130
C (-1.33, 1.01, -2.77)  -0.222
C (-1.15, -0.19, -2.07)  -0.242
C (-0.72, -1.27, -2.83)  -0.194
C (-0.55, -1.24, -4.22)  -0.121
C (-0.90, -0.11, -4.91)  -0.072
C (-1.29, 1.01, -4.23)  -0.229
O (-1.60, 2.22, -4.80)  -0.135
C (-1.76, 2.37, -6.23)  -0.061
N (-1.28, 2.02, 0.20)  0.029
C (-1.21, 2.56, 1.54)  -0.152
C (0.02, 2.96, 2.11)  -0.283
C (0.16, 3.31, 3.48)  -0.049
C (-0.98, 3.30, 4.25)  -0.082
C (-2.24, 3.01, 3.70)  -0.022
C (-2.33, 2.59, 2.37)  -0.267
O (-3.50, 2.16, 1.85)  -0.118
C (-4.63, 2.99, 2.19)  -0.061
H (3.48, 4.59, -1.92)  0.076
H (3.49, 6.40, -1.61)  0.107
H (2.73, 5.72, -3.09)  0.076
H (1.41, 7.39, -3.08)  0.107
H (-0.47, 7.46, -4.80)  0.093
H (-2.55, 6.22, -4.26)  0.107
H (-2.76, 4.87, -2.28)  0.126
H (0.18, 4.13, -0.15)  0.108
H (-1.48, 2.98, -2.84)  0.086
H (-0.49, -2.20, -2.28)  0.057
H (-0.11, -2.12, -4.69)  0.090
H (-0.83, -0.12, -5.98)  0.094
H (-2.14, 3.41, -6.38)  0.092
H (-2.45, 1.59, -6.60)  0.091
H (-0.77, 2.27, -6.74)  0.098
H (1.90, 3.10, 1.77)  0.113
H (1.12, 3.71, 3.87)  0.127
H (-0.93, 3.60, 5.32)  0.118
H (-3.13, 2.92, 4.28)  0.094
H (-5.32, 2.70, 1.43)  0.073
H (-4.42, 4.06, 2.17)  0.105
H (-4.98, 2.73, 3.21)  0.092
C (-4.69, -1.51, 2.63)  -0.004
C (-5.05, -0.94, 1.33)  -0.398
N (-4.23, -0.61, 0.30)  -0.036
C (-5.01, -0.11, -0.73)  -0.118
C (-6.34, -0.09, -0.28)  -0.098
N (-6.32, -0.66, 0.98)  0.076
H (-4.63, -0.69, 3.29)  0.066
H (-3.73, -2.08, 2.61)  0.087
H (-5.48, -2.28, 2.97)  0.113
H (-4.51, 0.14, -1.67)  0.107
H (-7.21, 0.34, -0.75)  0.101
H (-7.16, -0.86, 1.57)  0.183
O (-1.36, -2.78, 0.37)  -0.154
C (-1.47, -4.02, 0.53)  -0.403
C (-1.48, -4.62, 1.97)  -0.075
C (-0.53, -5.82, 2.08)  -0.195
C (-1.03, -7.21, 1.55)  -0.187
C (-1.20, -7.17, 0.00)  -0.195
C (-2.29, -6.23, -0.49)  -0.166
N (-1.75, -4.85, -0.53)  0.082
H (-2.53, -4.94, 2.23)  0.133
H (-1.14, -3.80, 2.59)  0.109
H (-0.27, -6.04, 3.13)  0.114
H (0.38, -5.58, 1.55)  0.094
H (-2.02, -7.44, 2.00)  0.107
H (-0.31, -8.01, 1.97)  0.130
H (-1.53, -8.16, -0.30)  0.101
H (-0.24, -7.00, -0.46)  0.105
H (-3.16, -6.27, 0.19)  0.124
H (-2.65, -6.48, -1.48)  0.116
H (-1.98, -4.26, -1.35)  0.156

ORCA calculation (wB97M-V/def2-TZVPD) on a 12-piece molecular cluster, C72H70N2O44 overall.

Values from the calculation:
spin multiplicity = 1
largest force on an atom = 0.069 hartree/bohr
frontier orbital gap = 6.2 eV
SMILES string = O=C1C=C(O)C(=O)C=C1O.O=C1C=C(O)C(=O)C=C1O.O=C1C=C(O)C(=O)C=C1O.O=C1C=C(O)C(=O)C=C1O.O=C1C=C(O)C(=O)C=C1O.O=C1C=C(O)C(=O)C=C1O.O=C1C=C(O)C(=O)C=C1O.O=C1C=C(O)C(=O)C=C1O.O=C1C=C(O)C(=O)C=C1O.O=C1C=C(O)C(=O)C=C1O.COCCNCCOC.COCCNCCOC
net charge = 0
calculated total energy = -6205.47704 a.u.

Each line ends with the Löwdin charge.
Positions of all 188 atoms, in Å:
C (6.29, 0.08, -2.40)  -0.071
O (6.61, -1.18, -3.00)  -0.187
C (5.57, -1.59, -3.80)  -0.235
C (4.27, -2.15, -3.07)  -0.215
N (4.38, -3.41, -2.43)  -0.046
C (5.32, -3.47, -1.33)  -0.210
C (5.33, -4.82, -0.64)  -0.219
O (5.80, -5.79, -1.54)  -0.196
C (6.16, -7.01, -1.02)  -0.133
H (5.49, -0.14, -1.67)  0.074
H (6.06, 0.82, -3.14)  0.082
H (7.17, 0.37, -1.82)  0.091
H (5.92, -2.44, -4.40)  0.121
H (5.25, -0.84, -4.55)  0.116
H (3.46, -2.20, -3.82)  0.113
H (3.98, -1.36, -2.36)  0.094
H (4.58, -4.21, -3.04)  0.122
H (5.07, -2.73, -0.59)  0.094
H (6.35, -3.20, -1.53)  0.113
H (4.29, -4.96, -0.36)  0.124
H (6.07, -4.80, 0.20)  0.134
H (7.08, -6.91, -0.44)  0.093
H (6.26, -7.66, -1.89)  0.088
H (5.37, -7.47, -0.42)  0.089
C (-0.99, -9.15, -1.33)  -0.121
O (-2.19, -8.46, -1.21)  -0.180
C (-3.32, -9.34, -1.13)  -0.223
C (-4.57, -8.52, -1.02)  -0.222
N (-4.55, -7.70, 0.20)  -0.062
C (-5.58, -6.76, 0.36)  -0.241
C (-5.31, -5.75, 1.48)  -0.130
O (-4.39, -4.73, 0.98)  -0.248
C (-3.28, -4.57, 1.83)  -0.091
H (-0.97, -9.77, -2.18)  0.070
H (-0.85, -9.71, -0.44)  0.079
H (-0.10, -8.53, -1.37)  0.090
H (-3.29, -9.91, -0.20)  0.121
H (-3.39, -10.07, -1.97)  0.133
H (-5.43, -9.20, -1.09)  0.128
H (-4.69, -7.86, -1.88)  0.118
H (-3.69, -7.13, 0.09)  0.124
H (-6.51, -7.21, 0.60)  0.111
H (-5.68, -6.21, -0.57)  0.119
H (-4.99, -6.18, 2.45)  0.140
H (-6.28, -5.21, 1.55)  0.127
H (-2.84, -5.55, 2.01)  0.102
H (-3.67, -4.20, 2.72)  0.053
H (-2.55, -3.88, 1.36)  0.105
C (-3.64, -0.80, -1.68)  0.091
C (-4.26, -1.66, -0.87)  -0.240
C (-5.50, -1.37, -0.09)  -0.326
O (-5.82, -2.20, 0.71)  0.150
C (-6.10, -0.10, -0.36)  0.070
C (-5.51, 0.83, -1.12)  -0.198
C (-4.23, 0.54, -1.85)  -0.252
O (-3.82, 1.37, -2.66)  0.077
O (-5.91, 2.12, -1.21)  0.111
O (-3.86, -2.91, -0.73)  0.088
H (-2.62, -0.92, -2.04)  0.117
H (-6.97, 0.30, 0.17)  0.144
H (-5.38, 2.59, -1.86)  0.092
H (-4.36, -3.38, 0.00)  0.095
C (5.48, 1.85, 4.62)  0.049
C (4.37, 1.25, 4.22)  -0.181
C (3.18, 2.13, 3.75)  -0.292
O (2.13, 1.62, 3.44)  0.077
C (3.25, 3.58, 3.88)  0.097
C (4.42, 4.15, 4.37)  -0.204
C (5.59, 3.24, 4.75)  -0.309
O (6.55, 3.87, 5.16)  0.115
O (4.75, 5.40, 4.54)  0.128
O (4.09, -0.08, 4.26)  0.111
H (6.33, 1.32, 5.06)  0.157
H (2.34, 4.07, 3.64)  0.105
H (5.65, 5.37, 4.94)  0.124
H (3.24, -0.19, 3.81)  0.083
C (-3.12, 6.38, -1.55)  0.073
C (-2.02, 6.93, -1.00)  -0.208
C (-0.70, 6.20, -0.90)  -0.346
O (0.23, 6.96, -0.62)  0.089
C (-0.65, 4.85, -1.11)  0.047
C (-1.76, 4.26, -1.56)  -0.201
C (-3.03, 5.03, -1.92)  -0.328
O (-3.87, 4.33, -2.44)  0.111
O (-1.92, 2.97, -1.77)  0.107
O (-1.95, 8.12, -0.44)  0.120
H (-4.04, 6.95, -1.78)  0.153
H (0.31, 4.36, -1.11)  0.136
H (-2.84, 2.83, -2.05)  0.070
H (-1.06, 8.24, -0.02)  0.130
C (-2.58, 6.57, 3.37)  0.077
C (-1.42, 6.18, 2.85)  -0.232
C (-1.02, 4.73, 2.98)  -0.300
O (-0.19, 4.35, 2.20)  0.095
C (-1.62, 3.80, 3.97)  0.080
C (-2.70, 4.25, 4.64)  -0.235
C (-3.19, 5.73, 4.33)  -0.281
O (-4.13, 6.02, 5.03)  0.104
O (-3.53, 3.67, 5.45)  0.129
O (-0.59, 6.80, 2.06)  0.134
H (-3.02, 7.48, 3.02)  0.138
H (-1.21, 2.81, 4.06)  0.106
H (-4.09, 4.41, 5.77)  0.115
H (0.05, 6.15, 1.77)  0.097
C (0.80, -0.89, -1.22)  0.083
C (-0.30, -1.41, -0.62)  -0.200
C (-0.82, -0.74, 0.66)  -0.253
O (-1.85, -1.09, 1.17)  0.114
C (-0.19, 0.59, 1.06)  0.078
C (0.82, 1.13, 0.45)  -0.263
C (1.39, 0.43, -0.77)  -0.272
O (2.41, 0.82, -1.32)  0.084
O (1.41, 2.29, 0.73)  0.101
O (-0.98, -2.53, -0.99)  0.104
H (1.35, -1.31, -2.05)  0.118
H (-0.67, 1.11, 1.91)  0.127
H (1.05, 2.66, 1.55)  0.078
H (-1.74, -2.47, -0.44)  0.027
C (4.72, 0.81, 0.97)  0.064
C (4.27, -0.43, 1.32)  -0.244
C (5.22, -1.44, 1.93)  -0.321
O (4.74, -2.57, 2.05)  0.087
C (6.55, -1.00, 2.23)  0.089
C (6.98, 0.28, 1.92)  -0.218
C (6.03, 1.24, 1.31)  -0.337
O (6.47, 2.38, 1.09)  0.097
O (8.18, 0.82, 2.14)  0.108
O (3.06, -0.90, 1.19)  0.124
H (4.10, 1.59, 0.60)  0.123
H (7.22, -1.75, 2.59)  0.129
H (8.02, 1.72, 1.71)  0.130
H (3.16, -1.85, 1.48)  0.124
C (-0.08, -0.91, -4.67)  0.089
C (-0.49, 0.30, -4.25)  -0.239
C (-0.62, 1.47, -5.18)  -0.302
O (-1.26, 2.43, -4.82)  0.119
C (0.01, 1.36, -6.51)  0.069
C (0.50, 0.22, -6.90)  -0.235
C (0.22, -1.06, -6.09)  -0.288
O (0.22, -2.10, -6.74)  0.099
O (0.87, -0.10, -8.15)  0.085
O (-0.93, 0.64, -3.07)  0.095
H (-0.05, -1.74, -4.01)  0.113
H (-0.18, 2.11, -7.28)  0.144
H (1.02, -1.08, -8.08)  0.118
H (-1.00, 1.60, -2.99)  0.076
C (-6.83, 3.07, 2.41)  0.089
C (-6.68, 1.82, 2.93)  -0.246
C (-5.32, 1.23, 3.02)  -0.311
O (-5.26, 0.19, 3.65)  0.108
C (-4.25, 1.90, 2.42)  0.075
C (-4.40, 3.07, 1.74)  -0.223
C (-5.75, 3.75, 1.77)  -0.281
O (-5.72, 4.87, 1.23)  0.090
O (-3.51, 3.86, 1.20)  0.097
O (-7.61, 1.01, 3.36)  0.162
H (-7.84, 3.42, 2.53)  0.137
H (-3.27, 1.46, 2.59)  0.117
H (-4.05, 4.64, 0.78)  0.138
H (-7.07, 0.32, 3.75)  0.107
C (0.02, -0.83, 4.15)  0.079
C (0.64, -2.01, 4.02)  -0.205
C (-0.14, -3.26, 3.91)  -0.294
O (0.42, -4.30, 3.52)  0.103
C (-1.58, -3.17, 4.11)  0.056
C (-2.22, -2.00, 4.09)  -0.226
C (-1.44, -0.72, 4.12)  -0.284
O (-2.03, 0.38, 4.20)  0.075
O (-3.55, -1.87, 3.95)  0.111
O (1.97, -2.20, 3.88)  0.096
H (0.50, 0.13, 4.03)  0.105
H (-2.13, -4.10, 4.19)  0.126
H (-3.79, -0.94, 3.89)  0.059
H (2.05, -3.17, 3.91)  0.116
C (3.52, 4.40, -4.80)  0.069
C (2.92, 3.61, -3.84)  -0.221
C (1.39, 3.65, -3.71)  -0.268
O (0.98, 2.75, -3.00)  0.073
C (0.60, 4.63, -4.43)  0.065
C (1.21, 5.32, -5.42)  -0.213
C (2.73, 5.20, -5.71)  -0.303
O (3.23, 5.98, -6.52)  0.092
O (0.52, 6.06, -6.27)  0.129
O (3.44, 2.71, -3.07)  0.119
H (4.60, 4.37, -4.87)  0.128
H (-0.45, 4.74, -4.33)  0.117
H (1.14, 6.53, -6.86)  0.133
H (2.62, 2.27, -2.71)  0.082

Taking the records one at a time from the top gives M values of 1065.01 1667.32 Da.